28
Properties=species:S:1:pos:R:3:forces:R:3 method="wB97M-V/def2-TZVPD" relative_energy_ev=0.000 e_homo_ev=-9.069 multiplicity=1 smiles="C[Si](Cl)(Cl)CC[C@H]1CC=CCC1"
C 2.1961 -0.0995 -3.3197 0.2542 -0.6846 -0.5436
Si 1.7543 -1.3204 -1.9918 0.0862 0.2091 0.2426
Cl -0.2175 -1.9260 -2.2222 0.1601 0.0045 -0.2171
Cl 2.8650 -3.0629 -2.3121 -0.1596 0.5305 0.2149
C 1.9374 -0.6389 -0.2417 -0.8333 -0.7790 -0.8035
C 1.0564 0.6037 0.0188 0.5229 -0.1428 0.3190
C -0.3412 0.2283 0.4780 -1.5401 0.3493 -0.0420
C -0.3675 -0.5323 1.8332 0.4627 0.1382 -0.2835
C -1.7087 -0.6044 2.5015 -0.6157 1.1467 -1.0230
C -2.7427 0.1333 2.0713 0.5660 -0.8012 1.4604
C -2.6867 1.1086 0.9764 0.4882 1.1000 -0.6409
C -1.2295 1.5012 0.6038 0.0141 -0.1593 1.1253
H 3.2826 0.0643 -3.3677 -0.2614 -0.1413 0.0591
H 1.8757 -0.5618 -4.2705 0.1867 0.3304 0.2331
H 1.7201 0.8660 -3.2217 -0.2713 0.1780 0.1140
H 1.6055 -1.5060 0.3525 0.4375 0.4315 0.2800
H 2.9815 -0.4356 -0.0897 0.5638 -0.0520 0.2780
H 1.0370 1.2183 -0.8945 -0.2535 -0.0063 0.2649
H 1.5109 1.2427 0.8077 -0.1072 -0.3560 -0.4030
H -0.8417 -0.3860 -0.3079 0.4187 0.2504 0.6570
H 0.3555 -0.0313 2.4990 -0.0951 -0.1926 0.0032
H -0.0276 -1.5626 1.7206 0.2549 -0.0080 -0.1306
H -1.8327 -1.2682 3.3377 0.0258 -0.1836 0.2307
H -3.6658 0.0768 2.6266 -0.3083 -0.1774 -0.0036
H -3.2974 2.0034 1.2197 0.4303 -0.3749 -0.0313
H -3.1786 0.6740 0.1125 -0.1098 -0.0898 -0.4251
H -0.8120 2.1733 1.4225 -0.4078 -0.6715 -0.9692
H -1.2288 2.0420 -0.3423 0.0910 0.1518 0.0343